{
  "formula": "C17H51O16P3",
  "method": "ωB97M-V with the def2-TZVPD basis set",
  "e_homo_ev": -9.8,
  "smiles": "COP(=O)(OC)OC.COP(=O)(OC)OC.COP(=O)(OC)OC.CCO.CCO.CCO.CCO",
  "energy_ev": -79088.5131,
  "symbols": ["C", "O", "P", "O", "O", "C", "O", "C", "H", "H", "H", "H", "H", "H", "H", "H", "H", "C", "O", "P", "O", "O", "C", "O", "C", "H", "H", "H", "H", "H", "H", "H", "H", "H", "C", "O", "P", "O", "O", "C", "O", "C", "H", "H", "H", "H", "H", "H", "H", "H", "H", "C", "C", "O", "H", "H", "H", "H", "H", "H", "C", "C", "O", "H", "H", "H", "H", "H", "H", "C", "C", "O", "H", "H", "H", "H", "H", "H", "C", "C", "O", "H", "H", "H", "H", "H", "H"],
  "xyz": [[2.7274, -1.1062, -0.3146], [3.9947, -1.4638, 0.3312], [4.5834, -0.5258, 1.4525], [5.0325, 0.7896, 1.0030], [3.5293, -0.4199, 2.6456], [2.6801, -1.5387, 2.9875], [5.6566, -1.5866, 2.0418], [7.0628, -1.4247, 1.6220], [1.9912, -1.8727, -0.0029], [2.8799, -1.1580, -1.3976], [2.3768, -0.0868, -0.0453], [3.2844, -2.3440, 3.3586], [2.1597, -1.8431, 2.0781], [1.9319, -1.2422, 3.7147], [7.7420, -1.9049, 2.3294], [7.2558, -0.3391, 1.5739], [7.1599, -1.8118, 0.6173], [-4.8770, -4.1879, -2.3320], [-5.3904, -4.4936, -1.0096], [-5.4601, -3.2658, 0.0228], [-5.6710, -3.6871, 1.3914], [-4.1796, -2.3929, -0.3911], [-3.7189, -1.2919, 0.4694], [-6.6256, -2.3340, -0.5529], [-7.9866, -2.8024, -0.2394], [-3.8503, -3.8244, -2.2825], [-5.5147, -3.4153, -2.7552], [-4.9350, -5.1207, -2.8966], [-3.8291, -1.5937, 1.5320], [-4.3362, -0.4171, 0.2799], [-2.6692, -1.0487, 0.2182], [-8.6326, -2.2428, -0.8930], [-8.1831, -2.6855, 0.8321], [-7.9548, -3.8625, -0.5136], [3.3689, 0.0017, -4.8147], [3.4608, 0.8023, -3.5482], [2.2746, 1.8233, -3.2848], [0.8927, 1.3324, -3.1120], [2.7870, 2.5189, -1.9795], [4.1456, 2.5817, -1.4685], [2.5234, 2.7761, -4.5655], [1.5371, 3.7511, -5.1007], [2.6774, -0.8106, -4.6229], [4.3711, -0.3478, -5.1167], [2.9865, 0.6432, -5.5931], [4.7441, 3.3397, -2.0100], [4.5349, 1.5754, -1.6473], [4.1649, 2.7717, -0.3851], [0.5369, 3.4950, -4.8022], [1.6749, 3.7845, -6.1842], [1.7783, 4.7045, -4.6647], [-3.5721, 1.6205, 3.7525], [-4.9095, 1.6344, 2.9363], [-4.4702, 2.0155, 1.6144], [-3.7975, 1.6960, 4.8629], [-2.9912, 2.4770, 3.3996], [-2.9987, 0.7166, 3.5971], [-5.6362, 2.3545, 3.3497], [-5.3294, 0.6236, 2.8824], [-5.1669, 1.9297, 0.9667], [-0.1575, -4.2661, -0.3112], [-0.4476, -2.8197, -0.6610], [-0.4117, -1.9741, 0.4757], [-0.5484, -4.8847, -1.1346], [-0.7708, -4.4545, 0.5818], [0.8952, -4.4978, -0.0891], [-1.4252, -2.7833, -1.1734], [0.2731, -2.4180, -1.3853], [-0.2781, -1.0645, 0.2042], [2.6375, 2.7175, 2.2407], [1.9743, 4.0723, 2.3451], [1.8075, 4.4093, 3.7086], [2.4118, 2.3018, 1.2594], [2.2020, 2.0546, 3.0095], [3.7155, 2.7378, 2.3695], [0.9650, 4.0185, 1.8774], [2.5640, 4.8206, 1.7830], [2.2411, 5.2381, 3.8906], [-0.9819, 1.8518, 1.1651], [-0.4025, 1.9317, -0.2711], [-0.3311, 0.6146, -0.8167], [-1.0545, 2.8570, 1.5306], [-0.3368, 1.2389, 1.8048], [-1.9562, 1.3842, 1.0660], [0.6078, 2.3356, -0.2305], [-1.0363, 2.6147, -0.8733], [0.0221, 0.6981, -1.7028]],
  "lowdin_charge": [-0.05, -0.22, 0.36, -0.23, -0.22, -0.05, -0.23, -0.07, 0.07, 0.09, 0.10, 0.08, 0.06, 0.09, 0.09, 0.08, 0.08, -0.08, -0.22, 0.35, -0.21, -0.25, -0.04, -0.25, -0.06, 0.07, 0.08, 0.09, 0.10, 0.07, 0.07, 0.08, 0.09, 0.08, -0.03, -0.24, 0.38, -0.22, -0.22, -0.05, -0.24, -0.03, 0.08, 0.10, 0.07, 0.10, 0.07, 0.07, 0.08, 0.09, 0.08, -0.08, -0.28, -0.12, 0.09, 0.06, 0.06, 0.11, 0.10, 0.07, -0.08, -0.34, -0.11, 0.08, 0.08, 0.07, 0.10, 0.10, 0.03, -0.10, -0.32, -0.07, 0.05, 0.08, 0.07, 0.10, 0.12, 0.07, -0.07, -0.28, -0.11, 0.06, 0.08, 0.05, 0.08, 0.12, 0.02]
}

=====

{
  "formula": "C17H53N9O8",
  "method": "ωB97M-V with the def2-TZVPD basis set",
  "e_homo_ev": -8.0,
  "smiles": "COC[C@H](C)N.COC[C@H](C)N.COC[C@H](C)N.NC(N)=O.NC(N)=O.NC(N)=O.CO.CO",
  "relative_energy_kcal_mol": 0.0,
  "energy_ev": -48279.8587,
  "symbols": ["C", "O", "C", "C", "C", "N", "H", "H", "H", "H", "H", "H", "H", "H", "H", "H", "H", "C", "O", "C", "C", "C", "N", "H", "H", "H", "H", "H", "H", "H", "H", "H", "H", "H", "C", "O", "C", "C", "C", "N", "H", "H", "H", "H", "H", "H", "H", "H", "H", "H", "H", "N", "C", "N", "O", "H", "H", "H", "H", "N", "C", "N", "O", "H", "H", "H", "H", "N", "C", "N", "O", "H", "H", "H", "H", "C", "O", "H", "H", "H", "H", "C", "O", "H", "H", "H", "H"],
  "xyz": [[2.7493, -3.3045, 1.5668], [1.3873, -3.6031, 1.3051], [1.2779, -4.6261, 0.3402], [-0.1493, -4.7178, -0.1797], [-1.0422, -5.2928, 0.9235], [-0.1304, -5.5728, -1.3746], [3.2580, -2.9150, 0.6771], [3.2969, -4.2138, 1.8429], [2.8141, -2.5725, 2.3660], [1.9690, -4.4797, -0.4997], [1.5563, -5.5922, 0.7907], [-0.4690, -3.7229, -0.4974], [-0.7969, -6.3543, 1.0288], [-2.0996, -5.2657, 0.6497], [-0.8981, -4.8024, 1.8856], [0.0678, -6.5207, -1.0573], [-1.0580, -5.6558, -1.7781], [4.4719, 2.1290, 4.3573], [3.4775, 2.0047, 5.3707], [2.1811, 1.6164, 4.9798], [1.3257, 2.7806, 4.4657], [-0.1147, 2.2873, 4.2795], [1.8951, 3.2160, 3.1510], [4.7169, 3.1876, 4.2509], [4.1338, 1.6752, 3.4297], [5.3722, 1.6714, 4.7776], [2.2204, 0.8892, 4.1609], [1.7252, 1.2354, 5.8963], [1.3046, 3.6321, 5.1455], [-0.7323, 3.1141, 3.9279], [-0.5127, 1.9056, 5.2306], [-0.2110, 1.4308, 3.6076], [1.1189, 3.8073, 2.8419], [1.8362, 2.4350, 2.4993], [-2.0197, -0.6592, 0.1821], [-3.4116, -0.8199, 0.2130], [-4.0870, 0.0550, -0.6747], [-5.5694, 0.0527, -0.2831], [-5.7362, 0.5909, 1.1350], [-6.2003, -1.2646, -0.3752], [-1.5626, -1.0200, 1.1147], [-1.7120, 0.3935, 0.2271], [-1.5118, -1.2355, -0.5971], [-3.7049, 1.0766, -0.5601], [-3.9538, -0.3124, -1.6998], [-6.0732, 0.6822, -1.0244], [-6.7326, 0.9233, 1.4062], [-5.0070, 1.3768, 1.3556], [-5.4204, -0.2231, 1.7926], [-5.6599, -1.9920, 0.0784], [-6.2412, -1.5114, -1.3596], [1.3083, -1.0253, -0.3132], [1.2428, 0.1591, 0.3794], [1.0202, 1.2226, -0.4724], [1.6241, 0.3655, 1.5277], [1.1528, -0.8862, -1.2964], [1.3758, -1.8999, 0.1800], [0.8795, 1.2070, -1.4614], [1.0590, 2.1117, 0.0052], [-0.6139, -1.5171, -5.0950], [0.4493, -0.7871, -4.6752], [1.0027, 0.0778, -5.5897], [0.9201, -0.8447, -3.5396], [-1.1299, -2.0945, -4.4583], [-0.6958, -1.7002, -6.0787], [1.8331, 0.5014, -5.2045], [0.7954, 0.0607, -6.5693], [-1.4104, 3.7603, -0.8138], [-1.1833, 3.7500, 0.5539], [-2.3571, 3.5014, 1.2387], [-0.1395, 4.0873, 1.0774], [-0.6175, 3.8424, -1.4285], [-2.1889, 3.2111, -1.1344], [-2.4210, 3.6239, 2.2314], [-3.1983, 3.6056, 0.7017], [0.6449, 2.9665, -3.4870], [0.9432, 4.2984, -3.0087], [1.5734, 2.5036, -3.8290], [0.1593, 2.3906, -2.7114], [-0.0022, 3.1276, -4.3553], [1.2292, 4.7847, -3.7855], [4.6036, -0.0603, -3.3134], [3.3043, 0.4826, -3.0831], [5.0576, 0.4668, -4.1632], [5.2620, 0.1041, -2.4620], [4.5317, -1.1117, -3.5961], [2.6471, -0.2038, -3.2626]],
  "lowdin_charge": [-0.11, -0.21, -0.23, -0.43, -0.06, 0.03, 0.09, 0.09, 0.09, 0.13, 0.13, 0.13, 0.08, 0.07, 0.08, 0.07, 0.07, -0.11, -0.20, -0.22, -0.40, -0.08, 0.05, 0.08, 0.08, 0.08, 0.11, 0.12, 0.13, 0.06, 0.07, 0.07, 0.03, 0.03, -0.12, -0.19, -0.21, -0.44, -0.06, 0.04, 0.10, 0.07, 0.07, 0.10, 0.12, 0.13, 0.07, 0.07, 0.08, 0.07, 0.07, 0.19, -0.64, 0.18, 0.02, 0.06, 0.06, 0.05, 0.09, 0.17, -0.63, 0.17, 0.00, 0.11, 0.10, 0.09, 0.10, 0.16, -0.64, 0.15, 0.04, 0.06, 0.08, 0.09, 0.08, -0.14, -0.12, 0.07, 0.04, 0.09, 0.08, -0.14, -0.15, 0.07, 0.08, 0.08, 0.01]
}